Record 1
{"formula": "CH2O3P2", "method": "ωB97M-V/def2-TZVPD", "species": ["C", "O", "O", "O", "P", "P", "H", "H"], "coordinates": [[1.268, -0.315, -0.036], [-1.584, 1.569, -0.826], [-0.878, 0.461, 1.480], [-1.065, -0.916, -0.614], [-1.125, 0.523, 0.056], [0.320, -1.686, -0.069], [2.281, -0.265, 0.321], [0.782, 0.629, -0.311]], "orbital_gap_ev": 9.6145, "multiplicity": 1, "homo_energy_ha": -0.379, "e_above_lowest_kcal_mol": 18.58}

=====

Record 2
{"formula": "C4H8N2", "method": "ωB97M-V/def2-TZVPD", "species": ["C", "C", "N", "C", "C", "N", "H", "H", "H", "H", "H", "H", "H", "H"], "coordinates": [[-0.569, -1.073, 1.712], [-0.151, -0.584, -1.403], [-0.228, 0.744, -1.285], [0.685, 1.677, -1.072], [1.591, 0.347, 1.527], [0.622, -0.310, 1.606], [-1.399, -0.522, 1.267], [-0.785, -1.274, 2.765], [-0.452, -2.013, 1.169], [0.825, -1.048, -1.370], [-1.038, -1.122, -1.703], [-1.174, 1.106, -1.357], [0.355, 2.688, -0.891], [1.719, 1.384, -0.965]], "orbital_gap_ev": 7.5580, "multiplicity": 1, "homo_energy_ha": -0.248, "e_above_lowest_kcal_mol": 85.43}

=====

Record 3
{"formula": "C10H13N5", "method": "ωB97M-V/def2-TZVPD", "species": ["C", "C", "C", "C", "C", "C", "C", "C", "C", "C", "H", "H", "H", "H", "H", "H", "H", "H", "H", "H", "H", "H", "H", "N", "N", "N", "N", "N"], "coordinates": [[3.974, -2.188, -0.040], [3.243, -0.844, 0.585], [3.279, 0.325, -0.343], [1.005, 1.243, -0.324], [-1.052, 2.468, 0.061], [-1.110, -0.215, -0.315], [-1.383, -0.410, 1.131], [-2.602, -1.049, 1.395], [-3.334, -1.500, 0.324], [-1.931, -1.093, -1.147], [3.277, -3.018, -0.700], [4.840, -1.753, -0.555], [4.106, -2.863, 0.787], [2.166, -1.245, 0.797], [3.780, -0.726, 1.603], [3.010, -0.095, -1.201], [4.302, 0.904, -0.380], [0.799, 2.782, 1.032], [0.716, -0.760, -1.121], [-0.816, 0.100, 1.935], [-2.909, -1.293, 2.415], [-3.953, -2.475, 0.480], [-1.465, -1.373, -2.177], [2.227, 1.361, 0.125], [0.124, 2.066, 0.552], [-2.202, 2.447, -0.469], [0.172, 0.333, -0.854], [-2.949, -1.721, -0.910]], "orbital_gap_ev": 9.0666, "multiplicity": 1, "homo_energy_ha": -0.331, "smiles": "CCC/N=C(/NC#N)Nc1cccnc1", "e_above_lowest_kcal_mol": 147.53}

=====

Record 4
{"formula": "C3H10O3", "method": "ωB97M-V/def2-TZVPD", "species": ["C", "O", "C", "C", "H", "H", "H", "H", "H", "H", "H", "H", "O", "H", "H", "O"], "coordinates": [[-0.334, 2.005, -0.144], [-1.715, 1.705, -0.367], [0.255, 1.200, 0.970], [1.227, 1.667, 1.732], [-0.226, 3.061, 0.126], [0.202, 1.936, -1.096], [-2.218, 2.484, -0.124], [-0.094, 0.174, 1.064], [1.695, 1.032, 2.471], [1.726, 2.541, 1.390], [-1.904, -1.454, 0.300], [-0.777, -1.936, -0.689], [-1.347, -2.191, 0.038], [1.079, -4.526, -1.245], [1.563, -3.867, -2.545], [0.868, -3.832, -1.879]], "orbital_gap_ev": 10.7374, "multiplicity": 1, "homo_energy_ha": -0.364, "smiles": "C=CCO.O.O", "e_above_lowest_kcal_mol": 27.96}

=====

Record 5
{"formula": "C10H30N6O4Rb", "method": "ωB97M-V/def2-TZVPD", "species": ["Rb", "C", "O", "N", "N", "H", "H", "H", "H", "C", "O", "N", "N", "H", "H", "H", "H", "C", "C", "C", "O", "C", "N", "H", "H", "H", "H", "H", "H", "H", "H", "H", "H", "H", "C", "C", "C", "O", "C", "N", "H", "H", "H", "H", "H", "H", "H", "H", "H", "H", "H"], "coordinates": [[0.437, -0.830, -0.935], [-0.148, -4.304, 1.265], [-0.011, -3.429, 0.474], [-0.673, -4.145, 2.429], [-0.043, -5.589, 1.081], [-0.972, -3.202, 2.630], [-0.753, -4.864, 3.134], [-0.740, -6.015, 1.674], [0.088, -5.921, 0.136], [3.842, 0.588, -0.054], [3.117, 0.504, -1.060], [4.565, 1.545, 0.463], [3.958, -0.501, 0.699], [4.870, 1.397, 1.415], [4.264, 2.455, 0.146], [4.406, -0.523, 1.603], [4.041, -1.374, 0.198], [-2.308, 2.199, -4.732], [-1.463, 1.085, -3.995], [0.100, 1.216, -4.132], [0.860, 0.226, -3.502], [2.151, 0.036, -3.989], [-1.817, 1.111, -2.562], [-1.870, 2.389, -5.712], [-2.153, 3.190, -4.305], [-3.350, 1.953, -4.937], [-1.719, 0.124, -4.441], [0.511, 2.164, -3.783], [0.199, 1.288, -5.215], [1.933, -0.239, -5.020], [2.586, -0.838, -3.506], [2.686, 0.966, -3.798], [-1.632, 1.966, -2.057], [-2.784, 0.910, -2.350], [-3.511, 1.067, 3.336], [-2.189, 0.358, 3.545], [-1.181, 0.958, 2.500], [0.026, 0.299, 2.780], [1.127, 0.890, 2.133], [-1.810, 0.322, 4.970], [-4.027, 0.443, 2.606], [-3.367, 2.075, 2.946], [-4.076, 1.186, 4.260], [-2.252, -0.688, 3.242], [-1.002, 2.006, 2.741], [-1.494, 0.855, 1.461], [2.044, 0.340, 2.345], [1.161, 1.901, 2.538], [1.171, 1.012, 1.051], [-1.985, 1.265, 5.285], [-0.812, 0.174, 5.000]], "orbital_gap_ev": 9.4498, "multiplicity": 1, "homo_energy_ha": -0.432, "charge": 1, "e_above_lowest_kcal_mol": 51.15}

=====

Record 6
{"formula": "C4H16BrF6NiO4P", "method": "ωB97M-V/def2-TZVPD", "species": ["Ni", "P", "F", "F", "F", "F", "F", "F", "Br", "C", "O", "H", "H", "H", "H", "C", "O", "H", "H", "H", "H", "C", "O", "H", "H", "H", "H", "C", "O", "H", "H", "H", "H"], "coordinates": [[0.239, 0.600, -0.241], [-0.254, -1.000, 3.129], [-0.982, 0.373, 3.530], [-1.608, -1.651, 2.376], [0.152, -0.341, 1.626], [0.479, -2.402, 2.723], [1.214, -0.361, 3.558], [-0.624, -1.634, 4.637], [0.794, 2.799, 1.259], [-0.772, 2.473, -2.652], [0.235, 1.554, -2.240], [-1.067, 2.232, -3.673], [-1.536, 2.616, -1.888], [-0.398, 3.497, -2.635], [0.749, 1.527, -3.050], [0.613, -2.113, -2.068], [0.001, -1.492, -0.916], [0.757, -1.436, -2.911], [1.625, -2.412, -1.796], [0.048, -2.989, -2.387], [-0.796, -2.003, -0.757], [-2.870, 0.675, 0.848], [-1.851, 0.525, -0.141], [-3.744, 1.198, 0.461], [-3.114, -0.301, 1.266], [-2.428, 1.264, 1.652], [-2.252, -0.026, -0.817], [2.944, -0.289, 0.516], [2.203, 0.305, -0.589], [2.798, 0.241, 1.458], [2.647, -1.297, 0.805], [3.994, -0.412, 0.252], [2.805, 0.279, -1.337]], "orbital_gap_ev": [7.6422, 7.5731], "multiplicity": 3, "homo_energy_ha": [-0.307, -0.305], "e_above_lowest_kcal_mol": 49.80, "s_squared": 2.0040}

=====

no.,DFT total energy (eV)
1,-25789.53172
2,-7254.17072
3,-18023.99429
4,-9414.32063
5,-28637.70312
6,-149281.65817